Computed, not measured: C8H16NO as an isolated structure at a distorted geometry, with ωB97M-V/def2-TZVPD.

* charge: +1
* HOMO: -13.8 eV
* calculated total energy: -12081.990 eV

Each line ends with the Löwdin charge.
Element x y z (Å)
C 0.5906 -0.8658 -0.1677  -0.3349
C 0.2938 0.2191 1.4370  -0.1923
H 2.6145 -0.2118 -0.1191  0.1060
H 0.0441 -0.9592 -2.1657  0.0908
N 2.0194 -1.0050 -0.0510  0.1682
C 0.0583 -0.2373 -1.3939  -0.0277
H 0.8530 3.4692 1.1264  0.1677
H -1.1764 2.3081 -0.8426  0.0641
O 0.2395 -0.6388 2.4101  0.1029
H -0.2603 3.7931 -1.1916  0.0923
C 0.6306 2.6315 0.3811  -0.2080
H -0.9167 0.2036 -1.2245  0.0906
H 0.4909 -2.8523 -0.0221  0.1225
C -0.6382 3.1653 -0.3601  -0.0884
C 0.3498 1.4074 1.0523  0.0991
H -2.3037 -1.8411 -0.0786  0.0520
H -1.4138 3.5649 0.3539  0.1026
H -0.2315 -2.2250 1.3627  0.1368
H -1.5656 -2.6057 -1.5435  0.0807
H 2.3434 -1.5638 0.7017  0.1052
C -1.5946 -2.4771 -0.4759  -0.0297
H 0.8086 0.5901 -1.7329  0.1306
C -0.2257 -2.0875 0.2309  -0.1554
H -1.7487 -3.4549 -0.0751  0.0753
H -0.5527 -0.7612 2.8709  0.1249
H 1.2916 2.4343 -0.4827  0.1239

Force components x, y, z for each atom (eV/Å):
C 1.776 -0.658 0.240
C -0.867 2.440 -0.179
H 0.067 0.891 -0.557
H -0.138 -0.820 -0.850
N -2.986 -0.252 -0.504
C 2.226 3.147 -0.039
H 0.738 -1.388 -1.012
H 0.566 0.693 0.232
O 2.827 -0.259 0.185
H -0.798 0.235 0.810
C -1.748 1.569 -0.713
H -0.112 -0.167 -0.141
H 0.294 -0.655 -0.335
C -1.029 -1.041 -0.164
C 0.391 -2.355 0.868
H -1.975 1.272 0.152
H 1.086 0.251 -0.952
H -0.477 0.182 -1.775
H 0.059 0.530 -0.366
H 0.012 -0.834 0.695
C 3.104 -0.301 1.176
H -1.473 -1.277 0.365
C 0.388 -1.014 0.607
H -0.476 -0.707 0.271
H -2.219 0.192 0.947
H 0.763 0.323 1.038

***

Computed, not measured: C8H16NO12P2V as an isolated structure at a distorted geometry, with ωB97M-V/def2-TZVPD.

* charge: +2
* HOMO: -17.5 eV
* calculated total energy: -78871.362 eV

Each line ends with the Löwdin charge.
Element x y z (Å)
C 1.4206 3.1070 -1.2228  -0.1302
O -1.7686 0.7934 -0.3708  -0.2738
O -2.7524 -1.9863 -0.7610  -0.0326
H -2.9240 -2.2114 2.6409  0.1067
C -3.2251 -2.4749 1.6271  -0.0234
O 0.0621 -1.9618 2.0733  -0.1757
O 0.4156 0.5224 -2.1560  -0.1244
P -2.6996 0.0475 0.6459  0.6008
O 0.4727 0.6739 1.1586  -0.1557
H 2.8295 -0.8234 0.5863  0.1566
H 1.4273 2.8901 -2.2924  0.1404
H -2.8873 -2.9326 -0.9163  0.1350
H -3.0470 1.1995 2.5002  0.1559
P -0.5869 -2.2171 0.7985  0.5133
C 2.7699 0.2581 0.7158  -0.0221
O -4.1830 0.3200 0.3050  -0.0038
N 2.2676 0.8831 -0.5276  -0.1699
O 1.6492 -0.4505 -3.7982  0.2549
O -2.4742 0.5252 2.0954  -0.0080
O 0.1779 2.6619 -0.6375  -0.0940
O 0.0390 -1.2868 -0.4399  -0.2811
O -0.5525 -3.6553 0.1924  -0.0432
V 0.0401 0.4271 -0.4711  1.1256
H -0.5658 3.1343 -1.0326  0.1431
C 1.6198 0.0603 -2.7459  -0.4307
H -4.5283 0.0703 -0.5720  0.1511
H 1.5332 4.1804 -1.0807  0.1545
C 2.4794 2.3649 -0.4610  -0.0876
O 1.8842 0.7260 2.9448  0.2681
H 2.4384 2.6617 0.5866  0.1490
H 3.2368 -0.6737 -1.5903  0.1611
H -3.0998 -3.5515 1.5004  0.1072
H -4.2777 -2.2315 1.4855  0.1052
C 1.7601 0.5674 1.7966  -0.4196
C -2.3658 -1.7533 0.5898  -0.5693
H -0.0684 -4.3230 0.7117  0.1431
C 2.7631 0.2877 -1.7860  -0.0139
H 3.4753 2.6021 -0.8395  0.1578
H 3.7446 0.6402 1.0186  0.1672
H 3.5003 0.9284 -2.2719  0.1621

Force components x, y, z for each atom (eV/Å):
C -0.161 -0.020 -0.048
O -0.455 -0.644 0.712
O 0.025 -0.028 0.088
H 0.019 -0.008 -0.006
C 0.059 -0.024 0.014
O 0.018 0.009 0.032
O 0.546 -0.403 -0.878
P 0.241 0.055 -0.276
O 0.577 -0.081 1.095
H -0.007 -0.022 0.069
H 0.014 -0.012 -0.009
H -0.025 -0.011 -0.002
H 0.093 -0.058 -0.042
P -0.044 0.313 -0.277
C 0.093 0.067 -0.259
O -0.081 -0.033 -0.210
N -0.276 -0.276 0.077
O -0.055 0.096 -0.089
O -0.116 0.079 0.062
O -0.100 -0.116 -0.032
O -0.396 -0.690 0.593
O 0.064 -0.184 -0.018
V 0.711 1.576 -0.903
H -0.082 0.022 -0.021
C -0.412 0.103 0.181
H 0.078 0.047 0.138
H 0.010 0.012 0.026
C 0.122 -0.084 0.006
O 0.040 -0.018 0.048
H -0.026 0.023 0.006
H -0.010 -0.031 -0.038
H -0.033 -0.008 0.013
H -0.005 -0.004 -0.005
C -0.527 0.045 -0.140
C -0.094 0.107 -0.061
H -0.079 0.115 -0.119
C 0.192 0.118 0.283
H 0.008 0.004 0.022
H 0.038 -0.006 -0.027
H 0.034 -0.032 -0.007

***

Computed, not measured: C8H16NOP in the gas phase at a distorted geometry, with ωB97M-V/def2-TZVPD.

* structure (SMILES): CCN(CC)P1(=O)CC=CC1
* HOMO: -9.0 eV
* calculated total energy: -21380.911 eV

Each line ends with the Löwdin charge.
Element x y z (Å)
H -2.2761 -0.6399 1.1602  0.0661
H -0.7064 -2.5861 -0.2585  0.0676
H -1.3690 -1.0952 -2.1781  0.1192
C 0.2352 0.7743 1.9583  -0.2101
H -1.3909 -1.7854 2.3263  0.0611
H 2.4386 2.9941 0.5716  0.0829
H -0.4254 0.5503 -2.3402  0.1568
H 0.7248 -0.0917 2.2396  0.0626
H 1.8467 1.9389 2.7696  0.0967
H 1.1335 1.7413 -1.2083  0.0926
H 1.1579 -2.1244 -1.8432  0.1325
H 1.5643 -0.6329 -2.8202  0.0427
P -0.5717 0.9096 0.2490  0.6706
C 1.2777 1.7870 1.8746  -0.1635
N -0.1527 -0.5606 -0.4822  -0.2674
C 0.7693 -1.2938 -2.6308  -0.0920
C 0.5665 2.1670 -0.3539  -0.2434
H 0.4083 -1.9605 1.0049  0.1312
H -0.4974 1.0348 2.6927  0.0924
C -0.3958 -0.6224 -1.9229  -0.2905
C -1.7397 -1.6159 1.3217  -0.0786
O -1.9693 1.3771 0.0719  -0.3308
C 1.5866 2.4034 0.7035  -0.1183
H 0.1269 3.0934 -0.6444  0.0894
C -0.5225 -1.7494 0.3038  -0.2437
H -2.3551 -2.4126 1.0113  0.0444
H 0.5356 -1.6004 -3.5763  0.0297

Force components x, y, z for each atom (eV/Å):
H 0.369 -1.066 0.507
H -0.082 -1.765 -1.871
H 0.489 0.343 0.232
C -2.075 1.690 -1.759
H -0.114 0.223 0.371
H 0.972 1.011 -0.176
H -0.341 -3.043 1.063
H 0.463 -2.294 0.260
H 0.552 0.132 0.298
H -0.566 0.330 -0.063
H -0.728 1.485 -2.431
H 1.229 1.089 0.405
P 0.316 -0.194 0.257
C 1.906 1.747 -1.188
N -0.815 0.577 0.192
C 0.500 -1.452 4.360
C 2.154 -0.984 -1.263
H -1.624 -0.027 -1.565
H -0.616 0.000 0.630
C -0.059 2.996 -1.350
C 0.947 1.310 -1.726
O 0.055 -0.303 0.509
C -2.139 -1.880 2.555
H -0.758 0.466 -0.366
C 2.203 2.098 4.277
H -1.299 -0.825 0.136
H -0.937 -1.663 -2.293

***

Computed, not measured: an isolated ion of composition C8H16NS2 and charge +1 at a distorted geometry, with ωB97M-V/def2-TZVPD.

* charge: +1
* HOMO (alpha / beta): -12.2 / -12.2 eV
* calculated total energy: -31705.420 eV

Each line ends with the Löwdin charge.
Element x y z (Å)
C 1.8767 1.5294 -0.5946  -0.0161
H -1.9182 0.4325 0.7868  0.1131
H -2.1193 -1.8956 -1.0515  0.0722
C -1.8196 -0.6733 0.6375  -0.2159
H 1.7839 0.9026 1.8838  0.0851
N 0.6000 -0.6157 -0.0293  -0.2176
H -0.2996 1.1323 -0.3394  0.1549
H 1.6706 2.5764 -0.9083  0.1459
H 0.8122 2.3039 1.3639  0.0826
S 3.6483 -0.3883 -0.0632  0.6051
H -0.0663 1.0824 2.2944  0.1024
H 1.8537 -1.7211 -1.4572  0.0845
H -2.3375 -1.2118 1.4291  0.1160
C 0.6549 0.7896 0.1328  -0.3612
C -0.3609 -1.2508 0.7315  -0.2242
H -0.0123 -1.8051 -1.4556  0.0784
H -0.0336 -1.2870 1.8704  0.1601
H -1.7449 -0.1913 -1.4752  0.0715
H -3.3603 -0.5439 -0.9595  0.1155
H 0.8333 -0.5688 -2.1561  0.0943
C 3.0816 0.9953 -0.9002  -0.4398
H -0.3131 -2.3270 0.4193  0.1439
S 5.4964 -0.0073 0.4557  0.4006
C -2.2687 -0.8604 -0.7847  -0.1177
H 3.8415 1.6534 -1.2285  0.0619
C 0.7835 1.2502 1.6111  -0.0105
C 0.8703 -1.2026 -1.3019  -0.0849

Force components x, y, z for each atom (eV/Å):
C -2.392 -1.151 -0.012
H 0.457 -0.925 0.719
H -0.271 -0.269 -0.567
C 1.219 0.588 -0.165
H -0.409 0.084 0.809
N 3.221 1.065 -1.068
H 0.701 0.738 0.256
H 0.175 -0.842 0.260
H 0.237 0.717 1.148
S 1.583 -0.233 0.467
H 0.642 -0.370 -0.436
H -0.614 -0.109 0.648
H -0.590 0.105 -0.348
C 0.742 0.996 -0.873
C -1.018 -1.737 3.952
H 0.561 -1.110 -0.528
H -0.625 0.211 -2.075
H 0.311 -0.261 0.094
H 1.428 -0.794 0.435
H 0.004 1.430 -0.461
C -0.650 0.613 1.305
H -0.605 0.858 0.459
S -2.027 -0.443 -0.629
C -2.389 0.526 -0.492
H 0.801 0.428 -0.630
C -0.170 0.584 -1.754
C -0.321 -0.700 -0.513

***

Which value of calculated total energy does entry 1 give?
-12081.990 eV

***

Copy entry 1 word for word.
Computed, not measured: C8H16NO as an isolated structure at a distorted geometry, with ωB97M-V/def2-TZVPD.

* charge: +1
* HOMO: -13.8 eV
* calculated total energy: -12081.990 eV

Each line ends with the Löwdin charge.
Element x y z (Å)
C 0.5906 -0.8658 -0.1677  -0.3349
C 0.2938 0.2191 1.4370  -0.1923
H 2.6145 -0.2118 -0.1191  0.1060
H 0.0441 -0.9592 -2.1657  0.0908
N 2.0194 -1.0050 -0.0510  0.1682
C 0.0583 -0.2373 -1.3939  -0.0277
H 0.8530 3.4692 1.1264  0.1677
H -1.1764 2.3081 -0.8426  0.0641
O 0.2395 -0.6388 2.4101  0.1029
H -0.2603 3.7931 -1.1916  0.0923
C 0.6306 2.6315 0.3811  -0.2080
H -0.9167 0.2036 -1.2245  0.0906
H 0.4909 -2.8523 -0.0221  0.1225
C -0.6382 3.1653 -0.3601  -0.0884
C 0.3498 1.4074 1.0523  0.0991
H -2.3037 -1.8411 -0.0786  0.0520
H -1.4138 3.5649 0.3539  0.1026
H -0.2315 -2.2250 1.3627  0.1368
H -1.5656 -2.6057 -1.5435  0.0807
H 2.3434 -1.5638 0.7017  0.1052
C -1.5946 -2.4771 -0.4759  -0.0297
H 0.8086 0.5901 -1.7329  0.1306
C -0.2257 -2.0875 0.2309  -0.1554
H -1.7487 -3.4549 -0.0751  0.0753
H -0.5527 -0.7612 2.8709  0.1249
H 1.2916 2.4343 -0.4827  0.1239

Force components x, y, z for each atom (eV/Å):
C 1.776 -0.658 0.240
C -0.867 2.440 -0.179
H 0.067 0.891 -0.557
H -0.138 -0.820 -0.850
N -2.986 -0.252 -0.504
C 2.226 3.147 -0.039
H 0.738 -1.388 -1.012
H 0.566 0.693 0.232
O 2.827 -0.259 0.185
H -0.798 0.235 0.810
C -1.748 1.569 -0.713
H -0.112 -0.167 -0.141
H 0.294 -0.655 -0.335
C -1.029 -1.041 -0.164
C 0.391 -2.355 0.868
H -1.975 1.272 0.152
H 1.086 0.251 -0.952
H -0.477 0.182 -1.775
H 0.059 0.530 -0.366
H 0.012 -0.834 0.695
C 3.104 -0.301 1.176
H -1.473 -1.277 0.365
C 0.388 -1.014 0.607
H -0.476 -0.707 0.271
H -2.219 0.192 0.947
H 0.763 0.323 1.038

***

Among the records above, which one has the lowest calculated total energy?
C8H16NO12P2V

***

Number 4 is which compound?
C8H16NS2